# 1
The following is a quantum chemistry calculation of an isolated molecule of C7H18N2Si in a non-equilibrium geometry, from the OMol25 dataset.

The geometry in XYZ format:
```
28
Properties=species:S:1:pos:R:3:nbo_charge:R:1
N -2.394 -1.375 -0.544 -1.366
C 0.888 -1.602 -0.585 -0.431
H -1.178 1.612 -2.131 0.376
H -2.954 -1.340 -1.427 0.413
H 1.147 -3.416 0.467 0.202
H -2.224 -2.405 -0.329 0.404
H 0.263 -2.356 1.465 0.197
H 1.733 -1.715 -1.171 0.203
H 0.055 -2.042 -1.243 0.205
C 1.402 0.877 -0.002 0.061
H 1.393 3.070 0.550 0.218
H 0.615 1.887 1.511 0.213
H -3.170 0.825 1.412 0.251
H -2.156 -0.290 2.303 0.239
C 2.750 1.095 -0.573 -0.653
H -0.135 2.346 0.024 0.239
N -1.801 1.276 -1.462 -1.281
H 1.899 -1.998 1.109 0.204
C 1.059 -2.399 0.731 -0.587
H 2.963 1.933 -1.177 0.224
C -2.172 0.494 1.571 -1.158
C 0.539 -0.186 -0.170 -0.456
C 0.803 2.185 0.430 -0.669
H 2.937 0.172 -1.081 0.207
H -2.756 0.985 -1.802 0.361
Si -1.406 -0.087 0.003 1.932
H -1.556 1.316 1.898 0.238
H 3.454 1.140 0.221 0.217
```

Calculated values
SMILES	CCC(=C(C)C)[Si](C)(N)N
energy	-18408.1385	eV
net charge	0
energy relative to the best compared isomer or geometry (same formula, charge and spin)	241.85	kJ/mol

=====

# 2
The following is a quantum chemistry calculation of a cluster of 2 separate species, C4H3S2 in total in a non-equilibrium geometry, from the OMol25 dataset.

The geometry in XYZ format:
```
9
Properties=species:S:1:pos:R:3:nbo_charge:R:1
H -0.611 -0.544 1.113 0.225
S 1.680 0.068 -4.218 -0.343
C 0.581 -1.037 -0.661 -0.091
C -0.104 -0.124 0.245 -0.673
C 0.854 -2.257 -1.148 -0.173
S 0.605 -3.861 -0.913 -0.369
H 0.584 0.683 0.506 0.223
C 1.417 -1.105 -1.733 -0.048
H -0.639 0.421 -0.525 0.248
```

Calculated values
energy	-25863.1096	eV
⟨S²⟩	2.0113
net charge	-1
2S+1	3
energy relative to the best compared isomer or geometry (same formula, charge and spin)	12.76	kJ/mol